# 1
Density functional theory data (ωB97M-V/def2-TZVPD) for C36H41HgN2O7Se as an isolated structure.

Geometry as XYZ:
```
88
C36H41HgN2O7Se, DFT ωB97M-V/def2-TZVPD
Hg -0.0839 0.0947 -0.5328
O 2.7551 2.1095 -3.4632
C 2.1173 1.7739 -2.4588
O 1.1818 0.9090 -2.4216
C 2.5429 2.4130 -1.1188
C 3.0971 1.3691 -0.1279
C 4.0115 2.0684 0.8911
C 2.9665 2.8222 1.7569
C 1.6493 2.3779 1.1008
O 1.9703 1.0359 0.6948
C 1.4579 3.1099 -0.2367
C 0.0090 3.1224 -0.7606
O -0.3694 4.1237 -1.3595
O -0.7670 2.1306 -0.4635
H 3.3248 3.1270 -1.3756
H 3.4924 0.4635 -0.5846
H 4.5548 1.3300 1.4823
H 4.7336 2.7274 0.4086
H 2.9964 2.4925 2.7960
H 3.0875 3.9062 1.7339
H 0.7811 2.3596 1.7541
H 1.7124 4.1655 -0.1327
C -0.7053 -0.9772 -4.5388
C -1.4489 -1.4320 -3.3081
C -1.4211 -2.7569 -2.8693
C -0.5440 -3.7862 -3.5447
C -2.1688 -3.1302 -1.7447
C -2.1930 -4.5793 -1.3167
C -2.8701 -2.1768 -1.0018
C -3.5515 -2.5804 0.2841
C -2.9021 -0.8441 -1.4403
C -3.7029 0.2066 -0.7079
C -2.1905 -0.4775 -2.5926
C -2.2087 0.9479 -3.0986
H -1.3625 -0.3874 -5.1828
H -0.3332 -1.8110 -5.1290
H 0.1374 -0.3342 -4.2683
H -1.0939 -4.3775 -4.2868
H -0.1233 -4.4763 -2.8134
H 0.3046 -3.3231 -4.0397
H -1.4330 -4.7863 -0.5549
H -2.0070 -5.2448 -2.1586
H -3.1624 -4.8455 -0.8960
H -4.6068 -2.8347 0.1251
H -3.4943 -1.7887 1.0282
H -3.0634 -3.4486 0.7226
H -4.4626 0.6335 -1.3700
H -3.0663 1.0268 -0.3768
H -4.1958 -0.1858 0.1759
H -1.2061 1.2792 -3.3716
H -2.5736 1.6479 -2.3547
H -2.8410 1.0300 -3.9910
C 1.3920 4.4080 5.0347
C 0.5012 3.3391 4.4564
C -0.6049 3.6717 3.6812
C -1.4075 2.6981 3.0971
C -2.5903 3.0903 2.2589
C -1.0913 1.3477 3.2920
C -0.0023 0.9945 4.0862
C 0.3594 -0.4497 4.3125
C 0.7795 1.9957 4.6579
C -1.9065 0.2680 2.5814
O -3.0315 -0.0053 3.0249
O -1.2931 -0.2843 1.6187
H 0.8844 5.3737 5.0529
H 2.3030 4.5261 4.4413
H 1.6958 4.1644 6.0553
H -0.8428 4.7182 3.5134
H -2.6877 4.1759 2.2082
H -3.5055 2.6623 2.6722
H -2.4757 2.7157 1.2431
H -0.4501 -1.1151 4.0196
H 0.5906 -0.6278 5.3660
H 1.2347 -0.7259 3.7204
H 1.6323 1.7126 5.2710
Se 0.0615 -2.9076 1.1469
N 0.5102 -1.9475 -0.3416
C 1.4376 -2.6500 -1.0323
C 2.0698 -2.2203 -2.2085
C 2.9586 -3.0650 -2.8487
C 3.2316 -4.3430 -2.3419
C 2.6289 -4.7827 -1.1794
C 1.7241 -3.9490 -0.4894
N 1.0944 -4.2967 0.6499
H 1.8545 -1.2277 -2.5918
H 3.4475 -2.7281 -3.7555
H 3.9302 -4.9895 -2.8623
H 2.8360 -5.7652 -0.7716
```

Values from the calculation:
- Total charge: -2
- Multiplicity: 2
- E_LUMO (alpha / beta): 4.39 / 4.39 eV
- E_HOMO (alpha / beta): -0.0294 / -0.1057 Ha
- Kohn-Sham gap (alpha / beta): 5.185 / 7.261 eV
- ⟨S²⟩: 0.77

=====

# 2
Density functional theory data (ωB97M-V/def2-TZVPD) for one molecule with the formula C3H7N5.

Geometry as XYZ:
```
15
C3H7N5, DFT ωB97M-V/def2-TZVPD
H 1.1952 0.3428 -2.5781
N 1.9785 -0.6058 -2.3189
C 1.8900 -0.6722 -1.0114
N 1.0296 0.2548 -0.1996
C 0.2842 -0.4266 0.9439
N 0.7615 -1.3191 1.8904
H 1.6023 -1.9583 1.6432
N -0.9185 0.4063 1.3324
C -1.8158 1.0906 0.5623
N -1.7757 1.0586 -0.6471
H -2.4116 1.4061 -1.4903
H 2.2723 -1.7012 -0.5691
H 0.1490 0.5208 -0.9060
H -1.5662 -0.0628 2.0671
H -2.6746 1.6661 1.2810
```

Values from the calculation:
- Total charge: 0
- E_LUMO: 0.65 eV
- Energy relative to the best compared isomer or geometry (same formula, charge and spin): 104.2 kcal/mol
- E_HOMO: -0.3474 Ha
- SMILES: [H]/N=C\N/C(=N\[H])N/C=N/[H]
- Kohn-Sham gap: 10.107 eV

=====

# 3
Density functional theory data (ωB97M-V/def2-TZVPD) for one molecule with the formula C4H6N2S.

Geometry as XYZ:
```
13
C4H6N2S, DFT ωB97M-V/def2-TZVPD
C 1.4841 1.3491 0.5050
C 0.6523 0.2926 0.0063
N 1.1499 -0.7567 -0.5505
C 0.0366 -1.6664 -0.8229
C -1.0454 -0.9176 -0.4720
S -2.7778 -1.3394 -0.3328
N -0.7244 0.2875 0.0035
H 1.1626 2.3321 0.2827
H 2.5405 1.3117 0.1370
H 1.6887 1.1338 1.6617
H 0.3220 -2.6174 -1.3669
H -3.1970 -0.4276 0.4243
H -1.2920 1.0183 0.5246
```

Values from the calculation:
- Total charge: 0
- E_LUMO: 0.55 eV
- Energy relative to the best compared isomer or geometry (same formula, charge and spin): 31.3 kcal/mol
- E_HOMO: -0.3011 Ha
- SMILES: Cc1ncc(S)[nH]1
- Kohn-Sham gap: 8.745 eV

=====

# 4
Density functional theory data (ωB97M-V/def2-TZVPD) for one molecule with the formula C20H28N2O3.

Geometry as XYZ:
```
53
C20H28N2O3, DFT ωB97M-V/def2-TZVPD
C 0.8757 4.2286 1.4157
C -0.2541 3.7204 2.3050
C -1.3603 3.0142 1.5182
C -0.9632 1.6320 0.9944
C -1.0071 0.5560 2.0813
C -0.2893 -0.7325 1.6782
C -0.9531 -1.4505 0.4936
C -0.0525 -2.4864 -0.1494
N 1.0110 -2.2996 -0.8068
N 1.4813 -1.0443 -0.9933
C 2.7074 -0.7841 -1.5451
O 3.4972 -1.6339 -1.8814
C 2.9892 0.6834 -1.6260
C 4.3021 1.1010 -1.4294
C 4.6218 2.4456 -1.4633
C 3.6345 3.3860 -1.7081
C 2.3309 2.9763 -1.9350
C 2.0056 1.6319 -1.8943
C -0.6646 -3.8437 -0.0015
C -2.1588 -3.5313 0.0768
C -2.2141 -2.2295 0.9002
C -3.4777 -1.4581 0.5982
O -3.6095 -0.6667 -0.2993
O -4.4545 -1.7798 1.4521
C -5.7103 -1.1477 1.2405
H 1.3836 3.4116 0.9082
H 1.6129 4.7625 2.0108
H 0.4873 4.9096 0.6614
H 0.1551 3.0453 3.0589
H -0.6924 4.5710 2.8321
H -1.6409 3.6479 0.6740
H -2.2424 2.9061 2.1536
H -1.6514 1.3591 0.1918
H 0.0438 1.6866 0.5739
H -0.5313 0.9377 2.9868
H -2.0488 0.3341 2.3254
H 0.7507 -0.4952 1.4402
H -0.2663 -1.4162 2.5308
H -1.2397 -0.7154 -0.2680
H 0.9105 -0.2561 -0.6983
H 5.0581 0.3525 -1.2464
H 5.6414 2.7614 -1.3005
H 3.8806 4.4372 -1.7323
H 1.5636 3.7065 -2.1458
H 0.9894 1.3291 -2.1062
H -0.3962 -4.5017 -0.8242
H -0.3219 -4.2989 0.9311
H -2.7396 -4.3287 0.5365
H -2.5484 -3.3463 -0.9261
H -2.2031 -2.4721 1.9654
H -6.1224 -1.4400 0.2728
H -5.5949 -0.0622 1.2595
H -6.3584 -1.4790 2.0473
```

Values from the calculation:
- Total charge: 0
- E_LUMO: 0.70 eV
- Energy relative to the best compared isomer or geometry (same formula, charge and spin): 38.7 kcal/mol
- E_HOMO: -0.3276 Ha
- SMILES: CCCCCC[C@H]1/C(=N\NC(=O)c2ccccc2)CC[C@@H]1C(=O)OC
- Kohn-Sham gap: 9.609 eV

=====

# 5
Density functional theory data (ωB97M-V/def2-TZVPD) for a 2-piece molecular cluster, C5H13N3O overall.

Geometry as XYZ:
```
22
C5H13N3O, DFT ωB97M-V/def2-TZVPD
C -0.8986 -0.3367 -1.4010
C -0.0188 -1.1477 -0.4068
C 0.2857 -0.3970 0.8589
C -0.1734 -0.6686 2.1031
N 0.4571 0.2139 2.9598
C 1.2446 1.0041 2.2560
N 1.1712 0.6551 0.9835
N -2.1957 -1.0256 -1.7733
H -1.1003 0.6701 -1.0369
H -0.3756 -0.1915 -2.3395
H 0.9365 -1.2735 -0.9070
H -0.4556 -2.1107 -0.1553
H -0.7388 -1.5196 2.4333
H 0.2325 0.3204 3.9440
H 1.7412 1.8768 2.6556
H 1.6969 1.1113 0.2117
H -3.0073 -0.5065 -1.4310
H -2.2636 -1.9183 -1.2757
H -2.2377 -1.2447 -2.7709
H 2.3116 1.6278 -2.0393
H 1.7484 2.9147 -1.4484
O 1.6395 1.9460 -1.4210
```

Values from the calculation:
- Total charge: +2
- E_LUMO: -6.53 eV
- Energy relative to the best compared isomer or geometry (same formula, charge and spin): 0.0 kcal/mol
- E_HOMO: -0.6401 Ha
- Kohn-Sham gap: 10.893 eV

=====

Result set for max |F|: 0.4, 7.0, 4.4, 1.1, 1.4 eV/A, one per record in the order listed.
Result set for total energy: -124835.455, -10670.483, -18059.616, -30317.438, -11898.404 eV, one per record in the order listed.